1.
ORCA calculation (wB97M-V/def2-TZVPD) on C12H9NO as an isolated structure at a distorted geometry.

ORCA input file:
```
! RIJCOSX wB97M-V def2-TZVPD def2/J DEFGRID3
* xyz 0 1
C -4.90 -0.13 -0.44
C -3.38 -0.14 -0.48
C -2.21 0.28 -0.11
C -0.68 0.51 -0.06
C -0.17 1.91 -0.23
C 1.19 1.97 -0.12
C 1.94 0.65 0.29
C 3.27 0.71 0.48
C 4.19 -0.37 0.56
C 3.66 -1.60 -0.25
C 2.36 -1.52 -0.39
C 1.33 -0.50 -0.14
H -4.53 -1.63 1.40
H -5.25 1.32 -0.26
H -5.32 -0.71 -1.59
H -0.80 2.75 -0.43
H 1.61 3.07 0.03
H 3.47 1.92 0.44
H 5.35 -0.42 0.70
H 4.38 -2.26 -1.07
H 1.79 -2.45 -0.68
N 0.05 -0.66 -0.22
O -5.07 -0.95 1.03
*
```

Computed properties:
ΔE to the lowest compared entry with this formula, charge and spin: 245.4 kcal/mol
Max |F|: 7.1 eV Å⁻¹
Molar mass: 183.210 g mol⁻¹
E: -16116.201 eV

2.
ORCA calculation (wB97M-V/def2-TZVPD) on a 4-piece molecular cluster, C3H15NO3 overall at a distorted geometry.

ORCA input file:
```
! RIJCOSX wB97M-V def2-TZVPD def2/J DEFGRID3
* xyz 0 1
C 1.01 1.25 0.35
N 1.23 -0.21 -0.12
C 2.63 -0.67 0.24
C 1.06 -0.10 -1.60
H 0.94 1.27 1.43
H 1.85 1.79 -0.10
H 0.09 1.68 -0.13
H 2.82 -1.62 -0.28
H 2.81 -0.75 1.34
H 3.32 0.08 -0.19
H 1.17 -1.10 -2.07
H 0.00 0.20 -1.76
H 1.68 0.64 -2.13
H -3.05 1.34 -1.77
H -2.26 0.63 -0.63
O -2.17 1.00 -1.53
H -0.06 -2.45 1.50
H 0.14 -1.02 0.73
O -0.45 -1.46 1.40
H -1.91 -0.47 1.17
H -2.52 0.63 1.90
O -2.61 0.18 1.12
*
```

Computed properties:
ΔE to the lowest compared entry with this formula, charge and spin: 30.7 kcal/mol
Max |F|: 4.0 eV Å⁻¹
Molar mass: 113.157 g mol⁻¹
E: -10986.278 eV

3.
ORCA calculation (wB97M-V/def2-TZVPD) on an isolated ion of composition C18H21BrN3O2 and charge +1.

ORCA input file:
```
! RIJCOSX wB97M-V def2-TZVPD def2/J DEFGRID3
* xyz 1 1
O -0.20 -3.20 -2.14
C 0.17 -2.12 -1.76
N -0.69 -1.29 -1.10
C -0.38 -0.08 -0.38
H 0.66 0.20 -0.52
C -0.67 -0.29 1.11
N -2.08 -0.69 1.31
H -2.67 0.06 0.91
C -2.36 -1.94 0.55
C -2.06 -1.71 -0.93
H -2.19 -2.64 -1.49
H -2.73 -0.95 -1.35
H -3.41 -2.22 0.68
H -1.73 -2.73 0.94
C -2.44 -0.80 2.75
C -2.40 0.55 3.42
C -3.32 1.53 3.07
C -3.24 2.77 3.69
N -2.33 3.05 4.61
C -1.46 2.12 4.95
C -1.45 0.85 4.38
H -0.72 0.12 4.70
H -0.75 2.40 5.71
H -3.94 3.56 3.46
H -4.10 1.34 2.34
H -3.45 -1.22 2.82
H -1.74 -1.49 3.23
H -0.48 0.63 1.67
H -0.03 -1.09 1.51
H -1.00 0.74 -0.76
C 1.60 -1.65 -2.00
H 2.20 -1.88 -1.10
O 1.66 -0.27 -2.30
C 2.81 0.22 -2.87
C 2.73 1.54 -3.33
C 3.83 2.14 -3.90
C 5.02 1.44 -4.01
C 5.11 0.14 -3.55
C 4.01 -0.47 -2.97
H 4.10 -1.49 -2.61
H 6.04 -0.41 -3.63
Br 6.54 2.27 -4.79
H 3.76 3.16 -4.26
H 1.79 2.06 -3.24
H 1.98 -2.25 -2.83
*
```

Computed properties:
Max |F|: 1.0 eV Å⁻¹
Molar mass: 391.289 g mol⁻¹
E: -97608.113 eV